No. 1
{"formula": "C24H37BBr36ClO4P2", "method": "the ωB97M-V functional and the def2-TZVPD basis", "elements": ["C", "C", "C", "C", "C", "B", "C", "C", "C", "C", "C", "C", "C", "P", "O", "Cl", "P", "O", "O", "O", "H", "H", "H", "H", "H", "H", "H", "H", "H", "H", "H", "H", "H", "H", "H", "H", "H", "H", "H", "H", "H", "H", "H", "H", "H", "C", "Br", "Br", "Br", "H", "C", "Br", "Br", "Br", "H", "C", "Br", "Br", "Br", "H", "C", "Br", "Br", "Br", "H", "C", "Br", "Br", "Br", "H", "C", "Br", "Br", "Br", "H", "C", "Br", "Br", "Br", "H", "C", "Br", "Br", "Br", "H", "C", "Br", "Br", "Br", "H", "C", "Br", "Br", "Br", "H", "C", "Br", "Br", "Br", "H", "C", "Br", "Br", "Br", "H"], "coordinates": [[4.079, -3.986, -2.127], [4.854, -3.352, -1.439], [5.496, -2.370, -0.496], [5.629, -0.910, -1.050], [4.400, -0.351, -1.834], [3.391, 0.665, -1.007], [2.030, 0.797, -1.919], [1.036, 1.874, -1.381], [-0.396, 1.411, -0.940], [-0.606, -0.103, -0.660], [-1.082, -0.851, -1.963], [-0.815, -2.387, -1.780], [-1.430, -2.937, -0.458], [2.807, 0.009, 0.719], [2.530, -1.672, 0.530], [4.382, 0.247, 2.161], [4.279, 2.384, -0.897], [3.896, 3.177, -2.114], [5.938, 2.307, -0.907], [3.845, 3.295, 0.431], [3.350, -4.572, -2.675], [5.032, -2.372, 0.513], [6.539, -2.737, -0.321], [5.919, -0.270, -0.188], [6.520, -0.906, -1.723], [3.763, -1.124, -2.310], [4.817, 0.260, -2.676], [2.414, 1.170, -2.902], [1.605, -0.207, -2.130], [0.927, 2.640, -2.187], [1.480, 2.444, -0.532], [-1.136, 1.780, -1.682], [-0.643, 1.954, 0.009], [0.286, -0.645, -0.294], [-1.417, -0.194, 0.101], [-0.500, -0.462, -2.827], [-2.168, -0.639, -2.117], [0.286, -2.551, -1.828], [-1.240, -2.940, -2.652], [-2.521, -2.713, -0.395], [-0.964, -2.486, 0.444], [-1.265, -4.048, -0.449], [2.904, -2.134, 1.297], [6.237, 2.199, 0.017], [3.491, 2.749, 1.154], [-0.486, 5.238, -3.797], [-0.612, 7.116, -3.334], [1.281, 4.544, -3.468], [-1.857, 4.204, -2.914], [-0.669, 5.161, -4.862], [-4.138, -5.356, 2.128], [-6.060, -5.551, 2.118], [-3.354, -5.851, 0.437], [-3.591, -3.579, 2.649], [-3.754, -6.044, 2.873], [-3.012, 0.211, 4.418], [-2.981, 0.368, 2.496], [-1.495, 1.085, 5.229], [-4.683, 0.830, 5.167], [-2.931, -0.845, 4.653], [-0.060, -7.650, -0.651], [1.225, -6.745, -1.769], [-1.043, -8.998, -1.627], [0.758, -8.378, 0.940], [-0.778, -6.906, -0.325], [-4.675, -10.242, 0.431], [-4.628, -10.045, -1.490], [-3.175, -9.378, 1.287], [-6.355, -9.643, 1.170], [-4.594, -11.302, 0.643], [-0.449, 9.428, -6.618], [-2.373, 9.410, -6.776], [0.410, 8.990, -8.292], [0.196, 11.099, -5.898], [-0.181, 8.651, -5.909], [0.022, -1.656, 7.648], [-0.460, -2.667, 6.077], [-1.527, -1.212, 8.714], [1.376, -2.556, 8.690], [0.451, -0.722, 7.305], [-6.675, -11.318, 5.421], [-7.955, -10.247, 4.450], [-7.383, -13.062, 5.854], [-4.989, -11.439, 4.486], [-6.482, -10.811, 6.359], [8.523, 4.269, 2.063], [7.210, 5.319, 1.118], [7.845, 2.514, 2.500], [10.196, 4.169, 1.098], [8.726, 4.774, 3.000], [0.017, 12.236, -10.792], [-1.909, 12.221, -10.950], [0.874, 11.809, -12.469], [0.660, 13.905, -10.063], [0.288, 11.456, -10.089], [-7.993, 2.047, 7.822], [-7.980, 2.210, 5.899], [-6.470, 2.923, 8.623], [-9.659, 2.666, 8.582], [-7.911, 0.992, 8.053], [-0.760, 6.077, 0.880], [0.923, 5.202, 0.546], [-1.850, 5.084, 2.131], [-0.520, 7.914, 1.441], [-1.299, 6.102, -0.061]], "total_energy_ev": -2586984.0227, "orbital_gap_ha": 0.1997, "homo_ev": -4.8, "total_charge": -1, "max_force_ha_per_bohr": 0.0449}

***

No. 2
{"formula": "CH4O2PS", "method": "the ωB97M-V functional and the def2-TZVPD basis", "elements": ["C", "O", "O", "P", "S", "H", "H", "H", "H"], "coordinates": [[-2.124, -0.032, 0.509], [2.066, 1.852, 0.095], [0.920, -0.024, -1.275], [1.526, 0.499, 0.161], [2.727, -1.028, 0.707], [-2.469, -1.034, 0.768], [-1.306, 0.469, 1.033], [-2.097, 0.243, -0.572], [0.756, -0.945, -1.426]], "total_energy_ev": -25321.3871, "orbital_gap_ha": [0.2740, 0.2104], "homo_ev": [-4.0, -2.8], "relative_energy_kj_mol": 376.4, "total_charge": -1, "max_force_ha_per_bohr": 0.0606}

***

No. 3
{"formula": "C3H27NO11S", "method": "the ωB97M-V functional and the def2-TZVPD basis", "elements": ["N", "C", "O", "C", "C", "S", "H", "H", "H", "H", "H", "H", "H", "O", "H", "H", "O", "H", "H", "O", "H", "H", "O", "H", "H", "O", "H", "H", "O", "H", "H", "O", "H", "H", "O", "H", "H", "O", "H", "H", "O", "H", "H"], "coordinates": [[1.124, -0.371, 0.210], [0.197, 0.565, 0.337], [0.517, 1.781, 0.433], [-1.255, 0.162, 0.352], [-2.023, 0.613, 1.592], [-3.719, -0.069, 1.579], [0.835, -1.331, -0.002], [2.113, -0.113, -0.013], [-1.359, -0.908, 0.246], [-1.713, 0.614, -0.526], [-1.555, 0.327, 2.522], [-2.130, 1.696, 1.604], [-3.368, -1.323, 1.884], [0.267, 1.827, 3.194], [0.868, 2.389, 3.668], [0.335, 1.996, 2.224], [0.154, -3.085, -0.501], [-0.254, -3.093, 0.403], [-0.599, -2.877, -1.113], [-0.736, -2.716, 2.117], [-0.160, -1.998, 2.496], [-0.627, -3.470, 2.726], [2.738, 2.673, -0.889], [1.920, 2.374, -0.435], [3.177, 3.240, -0.256], [3.533, 0.050, -1.119], [3.444, 1.028, -1.191], [3.042, -0.375, -1.856], [1.645, -1.012, -2.824], [1.387, -1.864, -2.448], [0.815, -0.501, -2.917], [-1.854, -2.042, -2.178], [-2.802, -1.970, -2.013], [-1.507, -1.201, -2.561], [0.927, -0.900, 3.170], [0.680, 0.046, 3.368], [1.571, -0.791, 2.427], [-0.996, 2.724, -1.696], [-0.429, 2.617, -0.887], [-1.833, 3.119, -1.393], [-0.721, 0.354, -3.093], [-0.828, 1.220, -2.605], [-0.822, 0.594, -4.038]], "total_energy_ev": -38400.3007, "orbital_gap_ha": 0.3488, "homo_ev": -9.4, "smiles": "NC(=O)CCS.O.O.O.O.O.O.O.O.O.O", "relative_energy_kj_mol": 0.0, "max_force_ha_per_bohr": 0.0269}

***

No. 4
{"formula": "C8H14FINO9PS", "method": "the ωB97M-V functional and the def2-TZVPD basis", "elements": ["O", "P", "N", "I", "S", "O", "O", "F", "H", "H", "C", "C", "C", "O", "C", "O", "O", "H", "H", "H", "H", "H", "H", "C", "C", "C", "O", "C", "O", "O", "H", "H", "H", "H", "H", "H"], "coordinates": [[2.394, 0.735, 2.436], [2.796, -0.396, 1.407], [4.165, 0.003, 0.338], [4.044, 1.910, -0.444], [5.711, -0.325, 1.084], [6.034, -1.835, 0.782], [6.842, 0.621, 0.612], [5.535, -0.255, 2.822], [3.182, -1.569, 2.195], [1.670, -0.764, 0.588], [-2.699, 2.170, 2.700], [-2.572, 0.718, 2.281], [-1.969, -0.147, 3.343], [-1.370, -1.186, 2.591], [-1.037, -0.634, 1.384], [-0.292, -1.155, 0.572], [-1.645, 0.579, 1.215], [-3.115, 2.769, 1.883], [-3.348, 2.271, 3.575], [-1.720, 2.598, 2.936], [-3.541, 0.332, 1.943], [-2.718, -0.545, 4.035], [-1.183, 0.356, 3.920], [-2.520, -1.395, -3.037], [-1.387, -0.742, -3.806], [-0.094, -0.739, -3.053], [0.571, 0.391, -3.585], [-0.414, 1.261, -3.969], [-0.225, 2.433, -4.247], [-1.633, 0.643, -3.990], [-3.450, -1.346, -3.612], [-2.296, -2.443, -2.820], [-2.707, -0.871, -2.094], [-1.280, -1.205, -4.794], [0.489, -1.651, -3.216], [-0.219, -0.587, -1.973]], "total_energy_ev": -59380.1219, "orbital_gap_ha": 0.3179, "homo_ev": -10.4, "max_force_ha_per_bohr": 0.1366}

***

No. 5
{"formula": "C3H4FO2Zn", "method": "the ωB97M-V functional and the def2-TZVPD basis", "elements": ["O", "Zn", "C", "C", "H", "H", "F", "C", "O", "H", "H"], "coordinates": [[1.634, -0.503, 1.475], [0.722, 0.964, -0.960], [1.872, 0.480, 0.689], [0.419, -1.007, 1.791], [-0.460, -0.437, 1.500], [0.469, -1.916, 2.381], [2.770, 1.294, 1.163], [-1.859, 0.213, -2.001], [-0.765, 0.760, -2.060], [-2.403, 0.156, -1.044], [-2.401, -0.005, -2.934]], "spin_multiplicity": 2, "total_energy_ev": -58382.5165, "orbital_gap_ha": [0.2813, 0.3982], "homo_ev": [-18.1, -21.5], "total_charge": 2, "max_force_ha_per_bohr": 0.0373}

***

No. 6
{"formula": "C7H12N2S", "method": "the ωB97M-V functional and the def2-TZVPD basis", "elements": ["C", "C", "C", "C", "C", "C", "N", "N", "C", "S", "H", "H", "H", "H", "H", "H", "H", "H", "H", "H", "H", "H"], "coordinates": [[-0.392, -1.959, -1.169], [-1.121, -0.888, -0.314], [-0.194, 0.009, 0.563], [0.205, -0.448, 1.993], [-0.191, 1.480, 0.231], [-1.173, 2.025, -0.761], [0.816, 0.555, -0.305], [2.112, 0.685, -0.002], [3.138, 0.117, -0.006], [4.488, -0.662, -0.062], [-0.861, -1.982, -2.127], [-0.243, -2.832, -0.588], [0.560, -1.543, -1.573], [-1.843, -1.280, 0.507], [-1.759, -0.292, -1.026], [0.649, 0.310, 2.475], [0.856, -1.248, 1.831], [-0.712, -0.686, 2.436], [0.106, 2.241, 0.896], [-1.315, 1.350, -1.604], [-0.984, 2.943, -1.186], [-2.141, 2.105, -0.209]], "total_energy_ev": -21265.5505, "orbital_gap_ha": 0.3331, "homo_ev": -8.3, "smiles": "CC[C@]1(C)[C@H](C)N1N=C=S", "relative_energy_kj_mol": 353.4, "max_force_ha_per_bohr": 0.0902}